[1]
90
Properties=species:S:1:pos:R:3 method="wB97M-V/def2-TZVPD" total_charge=-1 energy_ha=-4197.327670 e_above_lowest_kcal_mol=45.5 gap_ev="5.269 / 7.090" s_squared=2.007 spin_multiplicity=3
Ti -1.560 0.084 -0.343
C -1.938 -4.408 0.095
Si -1.201 -3.130 1.242
C 0.142 -4.125 2.107
C -2.437 -2.709 2.580
N -0.740 -1.646 0.463
P 0.663 -1.366 -0.353
C 0.444 0.002 -1.371
P 0.709 1.467 -0.522
N -0.473 1.627 0.591
Si -1.066 2.968 1.504
C -1.551 2.261 3.172
C 0.151 4.374 1.782
C -2.547 3.822 0.780
C 2.358 1.810 0.209
C 2.564 1.945 1.572
C 3.832 2.242 2.070
C 4.906 2.387 1.205
C 4.719 2.211 -0.160
C 3.454 1.917 -0.650
C 0.632 2.839 -1.751
C 1.354 4.026 -1.613
C 1.204 5.064 -2.528
C 0.317 4.932 -3.586
C -0.409 3.757 -3.734
C -0.242 2.716 -2.833
C 2.035 -1.392 0.854
C 1.768 -1.155 2.198
C 2.792 -1.164 3.138
C 4.100 -1.381 2.735
C 4.385 -1.556 1.388
C 3.359 -1.551 0.452
C 1.014 -2.813 -1.442
C 1.857 -3.874 -1.125
C 1.987 -4.966 -1.981
C 1.265 -5.015 -3.161
C 0.429 -3.956 -3.498
C 0.316 -2.861 -2.653
H -2.120 -5.335 0.658
H -1.234 -4.632 -0.716
H -2.875 -4.086 -0.360
H -0.313 -5.058 2.467
H 0.585 -3.613 2.962
H 0.953 -4.394 1.420
H -2.772 -3.624 3.090
H -3.321 -2.196 2.188
H -1.972 -2.053 3.327
H -0.666 2.051 3.788
H -2.087 1.318 3.024
H -2.205 2.945 3.733
H 1.089 4.079 2.257
H -0.330 5.132 2.416
H 0.392 4.848 0.821
H -3.451 3.204 0.815
H -2.374 4.081 -0.270
H -2.739 4.749 1.338
H 1.725 1.808 2.244
H 3.980 2.353 3.139
H 5.891 2.625 1.593
H 5.559 2.299 -0.840
H 3.299 1.783 -1.716
H 2.035 4.149 -0.781
H 1.777 5.977 -2.408
H 0.188 5.746 -4.291
H -1.121 3.654 -4.544
H -0.777 1.794 -2.973
H 0.746 -0.958 2.495
H 2.567 -0.991 4.185
H 4.902 -1.391 3.465
H 5.412 -1.685 1.064
H 3.583 -1.670 -0.603
H 2.414 -3.865 -0.197
H 2.655 -5.780 -1.719
H 1.358 -5.872 -3.821
H -0.135 -3.980 -4.424
H -0.283 -2.011 -2.933
F -4.869 2.355 -1.164
B -3.748 2.336 -2.009
F -3.981 1.624 -3.176
F -3.270 3.615 -2.282
F -2.649 1.638 -1.207
C -5.014 -2.986 -1.544
Te -3.331 -1.650 -1.821
C -3.971 -0.652 0.007
H -5.930 -2.397 -1.593
H -4.928 -3.496 -0.583
H -4.990 -3.714 -2.357
H -4.440 -1.385 0.655
H -4.661 0.144 -0.252
H -3.143 -0.216 0.598


[2]
88
Properties=species:S:1:pos:R:3 method="wB97M-V/def2-TZVPD" total_charge=+1 energy_ha=-5158.161858 e_above_lowest_kcal_mol=7.2 gap_ev=7.622
Cd 0.691 0.164 0.393
C -3.045 3.520 -0.028
C -4.030 2.800 -0.675
C -3.864 1.436 -0.820
C -2.712 0.825 -0.335
N -1.734 1.528 0.251
C -1.924 2.839 0.412
C -2.559 -0.659 -0.379
C -3.637 -1.486 -0.677
C -3.477 -2.856 -0.606
C -2.247 -3.370 -0.244
C -1.205 -2.487 0.000
N -1.369 -1.164 -0.066
C 0.126 -2.989 0.426
C 0.531 -4.295 0.200
C 1.732 -4.728 0.739
C 2.501 -3.839 1.468
C 2.068 -2.530 1.574
N 0.902 -2.120 1.074
H -3.134 4.587 0.131
H -4.923 3.287 -1.047
H -4.635 0.862 -1.313
H -1.148 3.378 0.929
H -4.602 -1.077 -0.932
H -4.311 -3.515 -0.805
H -2.110 -4.435 -0.127
H -0.076 -4.964 -0.394
H 2.068 -5.745 0.580
H 3.429 -4.143 1.931
H 2.670 -1.776 2.061
C 2.177 5.819 -0.363
C 1.824 4.747 0.632
C 1.784 4.976 2.003
C 1.451 3.955 2.882
C 1.171 2.723 2.330
Br 0.672 1.239 3.402
N 1.204 2.473 1.038
C 1.525 3.460 0.203
H 2.416 6.757 0.134
H 1.352 5.995 -1.055
H 3.041 5.514 -0.957
H 2.019 5.958 2.397
H 1.417 4.110 3.951
H 1.544 3.195 -0.850
C 4.458 -1.118 3.365
C 4.933 -0.038 2.403
C 6.352 -0.384 1.947
C 4.937 1.324 3.081
O 3.960 0.035 1.319
Si 4.226 -0.145 -0.303
S 2.397 0.235 -1.312
O 5.389 0.806 -0.905
C 5.632 2.147 -1.343
C 7.041 2.500 -0.890
C 4.625 3.115 -0.740
C 5.530 2.159 -2.863
O 4.731 -1.684 -0.478
C 5.370 -2.435 -1.530
C 5.678 -3.804 -0.941
C 4.401 -2.568 -2.699
C 6.666 -1.767 -1.972
H 5.114 -1.158 4.238
H 4.491 -2.092 2.871
H 3.439 -0.922 3.705
H 7.023 -0.340 2.806
H 6.712 0.318 1.194
H 6.389 -1.390 1.526
H 5.601 1.324 3.949
H 3.931 1.585 3.413
H 5.284 2.086 2.378
H 7.101 2.494 0.201
H 7.324 3.491 -1.250
H 7.751 1.767 -1.279
H 4.641 3.055 0.353
H 3.622 2.870 -1.092
H 4.875 4.135 -1.042
H 6.296 1.516 -3.300
H 5.665 3.173 -3.246
H 4.546 1.793 -3.166
H 4.754 -4.287 -0.625
H 6.343 -3.710 -0.080
H 6.163 -4.436 -1.689
H 3.451 -2.975 -2.348
H 4.816 -3.234 -3.458
H 4.207 -1.592 -3.152
H 7.360 -1.689 -1.131
H 6.469 -0.764 -2.348
H 7.137 -2.354 -2.763


[3]
93
Properties=species:S:1:pos:R:3 method="wB97M-V/def2-TZVPD" total_charge=+1 energy_ha=-5668.549744 e_above_lowest_kcal_mol=0.0 gap_ev="8.425 / 7.506" s_squared=0.760 spin_multiplicity=2
Pb -1.764 -0.091 -0.692
N 0.375 -1.301 -3.226
C 1.060 -2.496 -3.765
C 0.510 -3.774 -3.148
C 0.611 -3.846 -1.627
N -0.440 -3.072 -0.962
H -0.565 -1.559 -2.949
H 0.280 -0.565 -3.918
H 2.133 -2.440 -3.544
H 0.981 -2.536 -4.854
H 1.046 -4.623 -3.577
H -0.535 -3.908 -3.452
H 1.579 -3.439 -1.306
H 0.610 -4.898 -1.325
H -0.389 -3.176 0.048
H -1.357 -3.439 -1.206
F -5.714 -1.392 5.699
C -4.635 -1.148 4.967
C -3.378 -1.307 5.540
F -3.285 -1.695 6.810
C -2.238 -1.069 4.795
F -1.052 -1.251 5.389
C -2.314 -0.664 3.463
P -0.899 -0.274 2.389
C -0.023 1.065 3.249
C 0.840 0.889 4.331
C 1.448 1.986 4.921
C 1.188 3.267 4.446
C 0.325 3.450 3.375
C -0.272 2.352 2.771
C 0.140 -1.763 2.478
C -0.471 -3.016 2.541
C 0.283 -4.175 2.407
C 1.654 -4.101 2.199
C 2.271 -2.857 2.137
C 1.519 -1.697 2.274
C -3.585 -0.519 2.971
Br -3.616 -1.877 0.275
C -4.749 -0.751 3.641
F -5.953 -0.627 3.089
H 1.032 -0.105 4.713
H 2.114 1.845 5.762
H 1.654 4.122 4.919
H 0.111 4.448 3.013
H -0.945 2.495 1.931
H -1.543 -3.088 2.682
H -0.207 -5.139 2.469
H 2.240 -5.005 2.102
H 3.344 -2.792 2.002
H 2.008 -0.731 2.234
N 2.447 1.688 1.026
C 3.699 1.755 0.242
C 3.557 2.693 -0.959
C 2.676 2.181 -2.097
N 1.268 2.146 -1.673
C 3.128 0.772 -2.507
C 3.181 -0.201 -1.328
N 1.778 -0.462 -0.881
C 4.073 0.338 -0.211
H 2.019 2.603 1.115
H 2.652 1.392 1.975
H 1.375 0.440 -0.571
H 4.523 2.145 0.848
H 4.558 2.859 -1.367
H 3.204 3.673 -0.623
H 2.826 2.844 -2.956
H 0.633 1.879 -2.423
H 0.965 3.056 -1.345
H 4.135 0.829 -2.929
H 2.481 0.377 -3.294
H 3.562 -1.167 -1.665
H 1.723 -1.136 -0.114
H 1.232 -0.820 -1.721
H 5.095 0.339 -0.599
H 4.072 -0.344 0.646
O -1.493 1.499 -2.758
N -2.111 2.679 -2.791
C -1.934 3.437 -3.904
C -2.515 4.663 -4.042
C -3.315 5.140 -3.000
C -3.493 4.363 -1.886
C -2.890 3.097 -1.759
S -3.195 2.149 -0.348
H -1.307 2.969 -4.647
H -2.349 5.231 -4.945
H -3.797 6.105 -3.071
H -4.114 4.693 -1.066
C -3.459 -1.949 -3.501
O -2.795 -0.828 -2.912
H -4.344 -1.631 -4.050
H -3.770 -2.593 -2.681
H -2.791 -2.496 -4.171
H -2.616 -0.115 -3.541


What did the second record say?
88
Properties=species:S:1:pos:R:3 method="wB97M-V/def2-TZVPD" total_charge=+1 energy_ha=-5158.161858 e_above_lowest_kcal_mol=7.2 gap_ev=7.622
Cd 0.691 0.164 0.393
C -3.045 3.520 -0.028
C -4.030 2.800 -0.675
C -3.864 1.436 -0.820
C -2.712 0.825 -0.335
N -1.734 1.528 0.251
C -1.924 2.839 0.412
C -2.559 -0.659 -0.379
C -3.637 -1.486 -0.677
C -3.477 -2.856 -0.606
C -2.247 -3.370 -0.244
C -1.205 -2.487 0.000
N -1.369 -1.164 -0.066
C 0.126 -2.989 0.426
C 0.531 -4.295 0.200
C 1.732 -4.728 0.739
C 2.501 -3.839 1.468
C 2.068 -2.530 1.574
N 0.902 -2.120 1.074
H -3.134 4.587 0.131
H -4.923 3.287 -1.047
H -4.635 0.862 -1.313
H -1.148 3.378 0.929
H -4.602 -1.077 -0.932
H -4.311 -3.515 -0.805
H -2.110 -4.435 -0.127
H -0.076 -4.964 -0.394
H 2.068 -5.745 0.580
H 3.429 -4.143 1.931
H 2.670 -1.776 2.061
C 2.177 5.819 -0.363
C 1.824 4.747 0.632
C 1.784 4.976 2.003
C 1.451 3.955 2.882
C 1.171 2.723 2.330
Br 0.672 1.239 3.402
N 1.204 2.473 1.038
C 1.525 3.460 0.203
H 2.416 6.757 0.134
H 1.352 5.995 -1.055
H 3.041 5.514 -0.957
H 2.019 5.958 2.397
H 1.417 4.110 3.951
H 1.544 3.195 -0.850
C 4.458 -1.118 3.365
C 4.933 -0.038 2.403
C 6.352 -0.384 1.947
C 4.937 1.324 3.081
O 3.960 0.035 1.319
Si 4.226 -0.145 -0.303
S 2.397 0.235 -1.312
O 5.389 0.806 -0.905
C 5.632 2.147 -1.343
C 7.041 2.500 -0.890
C 4.625 3.115 -0.740
C 5.530 2.159 -2.863
O 4.731 -1.684 -0.478
C 5.370 -2.435 -1.530
C 5.678 -3.804 -0.941
C 4.401 -2.568 -2.699
C 6.666 -1.767 -1.972
H 5.114 -1.158 4.238
H 4.491 -2.092 2.871
H 3.439 -0.922 3.705
H 7.023 -0.340 2.806
H 6.712 0.318 1.194
H 6.389 -1.390 1.526
H 5.601 1.324 3.949
H 3.931 1.585 3.413
H 5.284 2.086 2.378
H 7.101 2.494 0.201
H 7.324 3.491 -1.250
H 7.751 1.767 -1.279
H 4.641 3.055 0.353
H 3.622 2.870 -1.092
H 4.875 4.135 -1.042
H 6.296 1.516 -3.300
H 5.665 3.173 -3.246
H 4.546 1.793 -3.166
H 4.754 -4.287 -0.625
H 6.343 -3.710 -0.080
H 6.163 -4.436 -1.689
H 3.451 -2.975 -2.348
H 4.816 -3.234 -3.458
H 4.207 -1.592 -3.152
H 7.360 -1.689 -1.131
H 6.469 -0.764 -2.348
H 7.137 -2.354 -2.763